Entry 1:
Molecular formula: C43H35N2O4P2SZn
Method: DFT, ωB97M-V with the def2-TZVPD basis set

The frontier orbital gap is 6.7 eV. The LUMO energy comes out at 0.077 Ha. As for the total charge: -1. As for the HOMO energy: -4.65 eV.

Cartesian coordinates (Å):
Zn 0.43816 -0.29238 -0.61454
C -2.22077 -1.79891 -1.31546
P -2.22586 0.02816 -0.96125
C -3.76881 0.18661 0.00961
C -4.38396 -0.90330 0.61216
C -5.58943 -0.75208 1.27435
C -6.18124 0.49433 1.37584
C -5.53829 1.59678 0.83853
C -4.34147 1.44798 0.16226
C -2.80212 0.88239 -2.47384
C -2.08122 2.00811 -2.85380
C -2.47179 2.75283 -3.95063
C -3.58352 2.36871 -4.68097
C -4.30686 1.24685 -4.30647
C -3.91640 0.49998 -3.21022
C -1.56033 -2.36336 -0.09361
C -1.94424 -3.30818 0.83775
C -1.01939 -3.22580 1.90152
C -0.11395 -2.24246 1.56501
C 0.98920 -1.56630 2.31793
P 0.48412 0.22783 2.15461
C -0.38866 0.22140 3.76830
C -1.73352 -0.12721 3.76985
C -2.40498 -0.31340 4.96557
C -1.73992 -0.15218 6.16918
C -0.39979 0.20001 6.17237
C 0.27293 0.38698 4.97915
C 1.89105 1.31056 2.57974
C 3.14811 0.90942 3.00718
C 4.13135 1.85669 3.24599
C 3.86853 3.20509 3.06767
C 2.61974 3.60703 2.62042
C 1.64257 2.66460 2.36893
N -0.44054 -1.73026 0.34878
H -1.60067 -1.95072 -2.20169
H -3.22123 -2.20411 -1.49833
H -3.91945 -1.87460 0.56982
H -6.06937 -1.61736 1.70764
H -7.13322 0.60870 1.87632
H -5.97732 2.57816 0.94625
H -3.84771 2.30963 -0.26510
H -1.20382 2.27540 -2.28113
H -1.90372 3.62468 -4.24184
H -3.88016 2.94102 -5.54847
H -5.17146 0.94355 -4.88275
H -4.48400 -0.37182 -2.91160
H -2.77564 -3.99032 0.77741
H -1.03925 -3.80997 2.80550
H 1.95087 -1.72360 1.82813
H 1.03165 -1.89026 3.36380
H -2.24513 -0.26628 2.82775
H -3.44802 -0.59732 4.96111
H -2.25883 -0.30207 7.10692
H 0.12983 0.31099 7.10874
H 1.32227 0.64799 4.98219
H 3.35752 -0.14115 3.16073
H 5.11060 1.54176 3.57871
H 4.63661 3.93880 3.27256
H 2.40857 4.65378 2.46004
H 0.66750 2.96291 2.00644
O 2.48068 -0.39423 0.12515
C 3.39690 0.33309 -0.22949
C 3.29808 1.65897 -0.75669
C 4.47818 2.35086 -1.00245
C 4.46517 3.62275 -1.54550
C 3.22884 4.22965 -1.86947
C 2.06112 3.57619 -1.64045
C 2.01448 2.25822 -1.06060
O 0.90766 1.70493 -0.84828
N 5.67918 4.30710 -1.76175
O 6.72928 3.73472 -1.49158
O 5.63843 5.45061 -2.20456
H 4.43489 -0.05133 -0.14313
H 5.43478 1.90492 -0.76067
H 3.24380 5.21904 -2.30615
H 1.10768 4.02860 -1.87856
S 1.19836 -1.05535 -2.75196
C 0.22435 -0.25808 -3.97610
C 0.58659 0.99898 -4.45392
C -0.11364 1.57563 -5.49309
C -1.19546 0.92702 -6.06787
C -1.55772 -0.32509 -5.60197
C -0.84017 -0.92034 -4.58345
H 1.42815 1.51271 -4.01214
H 0.19166 2.54718 -5.85344
H -1.75245 1.39065 -6.87093
H -2.39976 -0.84898 -6.03848
H -1.08769 -1.92213 -4.26138

Atomic forces in eV per Å
Zn 0.39 0.54 -0.83
C 0.00 0.19 -0.08
P -0.29 -0.07 -0.60
C 0.19 0.05 0.23
C -0.03 -0.04 -0.08
C -0.14 0.00 0.09
C -0.07 -0.06 0.09
C -0.03 0.19 -0.02
C 0.04 -0.07 0.02
C 0.14 -0.13 0.11
C -0.03 -0.09 0.16
C -0.29 0.16 -0.04
C -0.08 0.20 0.15
C -0.15 -0.10 -0.10
C -0.07 0.08 0.06
C 0.03 -0.19 0.01
C -0.07 -0.13 -0.18
C 0.12 -0.09 0.25
C 0.03 -0.17 0.05
C 0.19 0.03 -0.09
P 0.16 0.03 0.86
C -0.14 0.15 -0.21
C 0.01 0.05 -0.07
C -0.16 -0.07 0.14
C -0.07 0.00 0.08
C 0.10 0.01 0.13
C -0.02 0.04 0.01
C -0.14 -0.17 -0.14
C -0.02 0.02 0.06
C 0.18 -0.04 0.07
C 0.06 0.05 -0.02
C 0.04 0.15 0.04
C 0.01 -0.12 0.07
N -0.21 -0.50 0.29
H -0.05 0.02 0.00
H 0.15 0.03 0.05
H -0.01 -0.07 0.00
H -0.04 -0.09 0.07
H -0.02 0.02 0.06
H -0.03 0.10 -0.03
H 0.00 0.10 -0.07
H 0.13 0.07 0.03
H 0.05 0.04 -0.05
H -0.06 0.04 -0.07
H -0.04 0.00 -0.03
H -0.06 -0.06 0.00
H -0.17 0.00 -0.07
H 0.07 -0.03 0.14
H 0.01 -0.04 0.12
H 0.03 0.09 -0.22
H -0.10 -0.02 -0.09
H -0.08 0.00 -0.04
H -0.05 -0.01 0.01
H 0.02 0.05 0.08
H 0.05 0.03 0.06
H 0.02 -0.07 -0.02
H 0.08 -0.03 0.04
H 0.04 0.02 -0.04
H 0.01 0.12 -0.02
H -0.05 0.08 -0.09
O 0.09 -0.33 -0.09
C 0.49 -0.07 0.01
C -0.42 0.26 -0.24
C 0.14 0.25 -0.11
C -1.02 -0.73 0.29
C 0.22 0.05 -0.02
C -0.13 -0.08 0.09
C 0.48 0.14 -0.02
O -0.46 0.01 0.10
N 0.84 0.46 -0.10
O -0.01 0.08 -0.04
O -0.03 -0.10 0.01
H -0.14 0.06 0.07
H -0.03 -0.07 -0.01
H -0.03 -0.01 0.02
H -0.01 0.03 -0.04
S 0.01 -0.20 0.42
C 0.32 -0.17 -0.04
C -0.06 0.01 -0.07
C 0.10 0.06 -0.22
C 0.09 -0.05 -0.20
C -0.07 0.02 -0.20
C 0.05 -0.03 0.06
H 0.08 0.01 0.08
H 0.00 0.15 -0.09
H -0.01 0.04 -0.03
H -0.01 0.01 -0.04
H -0.02 -0.04 0.05

Atomic partial charges in e from the Löwdin method, atoms 1 to 8: atom 1 (Zn): 0.3698, atom 2 (C): -0.2621, atom 3 (P): 1.1001, atom 4 (C): -0.3446, atom 5 (C): -0.0877, atom 6 (C): -0.0873, atom 7 (C): -0.1046, atom 8 (C): -0.0943

---

Entry 2:
Molecular formula: C43H35N2P2PtSi
Method: DFT, ωB97M-V with the def2-TZVPD basis set

The frontier orbital gap is 8.3 eV. The LUMO energy comes out at -0.102 Ha. As for the total charge: +1. As for the HOMO energy: -11.06 eV.

Cartesian coordinates (Å):
Pt 0.40465 0.75017 0.72795
C 0.14100 -0.46212 3.91366
Si 1.25363 0.62354 2.85776
C 1.18590 2.32372 3.67434
C 1.59665 2.59928 4.97918
C 1.27544 3.80404 5.58718
C 0.50521 4.74567 4.91593
C 0.08679 4.49740 3.61940
C 0.45223 3.30613 2.99772
P 0.08209 2.95438 1.26067
C -1.53659 3.68070 0.88555
C -2.65158 3.09522 1.48862
C -3.92577 3.53579 1.17390
C -4.09798 4.55275 0.24160
C -2.99579 5.13349 -0.36580
C -1.71436 4.70376 -0.04211
C 1.28422 3.92714 0.29431
C 1.56160 5.25516 0.61830
C 2.43968 5.99740 -0.15518
C 3.05381 5.42240 -1.25968
C 2.79798 4.09794 -1.58078
C 1.92142 3.35271 -0.80509
C 2.91118 -0.26939 2.77255
C 3.89392 -0.28827 3.76331
C 4.98456 -1.13870 3.66680
C 5.10665 -2.00317 2.58571
C 4.14482 -2.00055 1.59052
C 3.06419 -1.12597 1.68079
P 1.82988 -1.00748 0.35848
C 2.75036 -0.45880 -1.10919
C 2.12014 -0.50516 -2.35471
C 2.73600 0.03596 -3.47034
C 3.98432 0.63651 -3.35150
C 4.60774 0.69813 -2.11469
C 3.99187 0.15739 -0.99286
C 1.27836 -2.69561 0.00563
C 0.16177 -3.16916 0.69442
C -0.26834 -4.47497 0.51776
C 0.41189 -5.31363 -0.35523
C 1.52257 -4.84858 -1.04474
C 1.95864 -3.54372 -0.86572
H 0.51044 -0.47550 4.94306
H 0.12788 -1.49287 3.55413
H -0.88264 -0.08344 3.93287
H 2.15170 1.85944 5.54436
H 1.60125 4.00007 6.60040
H 0.22648 5.66829 5.40745
H -0.53122 5.22022 3.09884
H -2.51822 2.28980 2.20353
H -4.78615 3.08419 1.64994
H -5.09419 4.89050 -0.01163
H -3.12938 5.91791 -1.09867
H -0.85892 5.16011 -0.52392
H 1.09792 5.71481 1.48122
H 2.64634 7.02656 0.10664
H 3.73747 6.00476 -1.86306
H 3.28669 3.63541 -2.42832
H 1.75661 2.30837 -1.05025
H 3.81183 0.36575 4.62334
H 5.74000 -1.13733 4.44183
H 5.95233 -2.67467 2.52015
H 4.24146 -2.66902 0.74290
H 1.14502 -0.97017 -2.45290
H 2.24662 -0.01328 -4.43429
H 4.46787 1.05494 -4.22448
H 5.57764 1.16796 -2.01774
H 4.48067 0.21877 -0.02837
H -0.36559 -2.51130 1.37846
H -1.13142 -4.83828 1.05975
H 0.07564 -6.33202 -0.49775
H 2.05250 -5.50310 -1.72396
H 2.82227 -3.18538 -1.41223
N -1.95022 4.12259 -4.34748
C -1.89767 3.14328 -3.75081
C -1.82587 1.93129 -2.98227
C -2.68968 0.86614 -3.20996
C -2.56222 -0.26048 -2.41660
C -1.59890 -0.27789 -1.42433
N -0.77405 0.75350 -1.19568
C -0.87930 1.83032 -1.97156
H -3.43519 0.92464 -3.99113
H -3.20281 -1.11891 -2.55748
H -1.47228 -1.14142 -0.78477
H -0.19442 2.64673 -1.78916

Atomic forces in eV per Å
Pt 0.18 0.05 -0.09
C 0.03 0.01 0.03
Si -0.07 -0.05 0.14
C -0.01 0.02 -0.05
C 0.00 0.02 0.00
C 0.01 -0.03 0.01
C -0.01 0.01 0.00
C 0.01 0.01 -0.01
C 0.01 -0.05 0.02
P -0.04 0.09 -0.08
C 0.00 0.02 -0.03
C -0.02 0.01 0.00
C 0.02 -0.01 0.02
C 0.01 0.02 -0.01
C -0.01 -0.01 0.00
C 0.00 -0.06 -0.02
C -0.02 -0.02 0.02
C 0.00 0.00 0.00
C -0.01 0.01 0.03
C 0.00 -0.03 -0.01
C 0.03 0.04 0.00
C 0.08 -0.01 0.04
C -0.02 0.08 0.09
C 0.03 0.01 0.02
C -0.02 0.05 0.04
C 0.00 -0.04 -0.05
C 0.02 -0.03 0.01
C 0.01 -0.07 -0.05
P -0.02 -0.06 -0.12
C -0.06 0.04 0.00
C 0.00 -0.03 0.00
C -0.01 -0.01 -0.01
C 0.01 0.02 0.02
C 0.00 0.01 -0.02
C 0.03 -0.01 0.00
C -0.01 -0.02 0.02
C -0.01 0.03 0.01
C 0.01 -0.01 -0.01
C -0.02 0.00 0.02
C 0.02 0.02 -0.01
C -0.02 0.01 -0.01
H -0.01 -0.01 0.00
H 0.00 0.01 0.00
H 0.00 0.00 0.00
H 0.00 0.00 0.01
H 0.00 0.00 0.00
H 0.00 0.00 0.00
H 0.00 0.01 0.01
H 0.00 0.00 0.00
H 0.00 0.00 0.00
H 0.00 0.00 0.00
H 0.01 0.01 0.00
H -0.01 0.01 -0.01
H -0.01 0.01 0.00
H 0.00 0.00 0.00
H 0.00 0.00 0.00
H 0.00 0.00 0.00
H 0.06 0.01 0.04
H 0.00 0.00 0.00
H 0.00 0.00 0.00
H 0.00 0.00 0.00
H 0.00 0.00 0.00
H 0.03 -0.02 0.00
H 0.00 0.00 -0.01
H 0.00 0.00 0.00
H 0.00 0.00 0.00
H 0.00 0.01 -0.03
H 0.00 0.00 -0.02
H 0.00 0.00 0.00
H 0.00 0.00 0.00
H 0.00 0.00 0.00
H 0.01 0.01 -0.01
N 0.00 0.01 0.00
C 0.00 -0.01 0.02
C -0.01 -0.04 -0.02
C 0.01 0.00 -0.01
C 0.01 0.00 -0.01
C -0.01 0.03 -0.01
N -0.08 -0.05 0.06
C -0.04 0.04 0.01
H -0.01 0.00 0.01
H 0.00 0.00 0.00
H 0.01 -0.02 0.03
H -0.07 0.01 0.01

Atomic partial charges in e from the Löwdin method, atoms 1 to 8: atom 1 (Pt): 0.6261, atom 2 (C): -0.1829, atom 3 (Si): 0.4521, atom 4 (C): -0.2758, atom 5 (C): -0.0779, atom 6 (C): -0.0591, atom 7 (C): -0.0591, atom 8 (C): -0.0825